C6H5ClS | the ωB97M-V functional and the def2-TZVPD basis

```
! RIJCOSX wB97M-V def2-TZVPD def2/J DEFGRID3
* xyz 0 1
H 1.825 0.160 -2.320
S -0.217 2.687 -0.895
H -0.426 -2.121 0.110
H 0.526 -1.016 1.366
Cl -2.034 -0.062 2.606
C -1.375 0.959 1.224
C 1.199 -0.940 -0.664
H 1.827 -1.933 -0.922
C -0.632 0.272 0.247
H -1.867 1.867 1.071
C 1.084 0.162 -1.450
C 0.053 1.035 -0.782
C 0.037 -1.070 0.407
*
```

Properties
- LUMO: -1.3423 eV
- Largest force on an atom: 5.4 eV/Å
- Highest occupied orbital energy: -8.699 eV
- HOMO-LUMO gap: 7.357 eV

***

C3H11BN2O | the ωB97M-V functional and the def2-TZVPD basis

```
! RIJCOSX wB97M-V def2-TZVPD def2/J DEFGRID3
* xyz 0 1
N -0.639 2.083 0.030
H 1.901 1.238 -0.244
O -0.832 -0.606 0.005
H -0.203 -2.130 -1.164
H 0.372 -2.375 0.489
H -0.129 2.478 0.733
H -1.601 -2.523 -0.031
C 2.286 -0.831 -0.021
C -2.037 2.258 0.111
H -2.519 2.151 1.025
H 3.339 -0.523 0.002
H -2.455 1.510 -0.601
H 2.105 -1.393 0.995
H -2.406 3.278 -0.269
H 2.037 -1.637 -0.734
B 0.022 0.397 -0.030
N 1.413 0.385 -0.159
C -0.554 -1.985 -0.144
*
```

Properties
- LUMO: 0.6338 eV
- Largest force on an atom: 6.0 eV/Å
- Highest occupied orbital energy: -8.097 eV
- HOMO-LUMO gap: 8.731 eV

***

C12H14MnN2P | the ωB97M-V functional and the def2-TZVPD basis

```
! RIJCOSX wB97M-V def2-TZVPD def2/J DEFGRID3
* xyz 0 5
C 0.879 1.727 -1.614
H 0.885 -3.927 -0.029
C 1.291 2.149 2.076
H 1.248 3.833 -2.203
C -1.488 1.882 -1.830
P 0.268 -2.826 0.655
N 1.070 -0.300 2.678
H 1.392 4.311 2.014
H 1.538 1.954 1.031
N 0.406 -0.026 4.762
C 1.178 3.432 2.626
H 1.865 1.296 -1.446
C 0.517 2.526 4.809
H -0.219 -3.444 1.861
C 1.037 1.080 2.934
Mn 1.673 -0.878 0.898
H -0.937 -2.636 -0.107
C 0.660 -0.930 3.808
C 0.542 3.018 -2.035
H -0.631 -0.092 -1.175
H 0.712 4.637 4.354
H 0.544 -2.000 3.898
C 0.795 3.621 3.969
C -0.872 3.118 -2.202
H -1.399 3.995 -2.560
C -0.514 0.951 -1.471
H 0.093 -0.244 5.705
C 0.648 1.263 4.244
H 0.220 2.620 5.851
H -2.565 1.707 -1.834
*
```

Properties
- LUMO (spin up / spin down): -0.8246 / -0.6415 eV
- Largest force on an atom: 4.0 eV/Å
- Highest occupied orbital energy (spin up / spin down): -5.006 / -4.998 eV
- HOMO-LUMO gap (spin up / spin down): 4.182 / 4.357 eV

***

C6H13NO2 | the ωB97M-V functional and the def2-TZVPD basis

```
! RIJCOSX wB97M-V def2-TZVPD def2/J DEFGRID3
* xyz 0 1
H 0.562 -2.374 -4.477
H 1.703 -0.674 -5.864
H 0.730 -2.326 -1.331
H 1.762 1.311 -1.877
C 1.448 1.000 -0.871
H -1.967 -1.733 -0.891
H -0.568 -1.068 -4.887
C 0.458 -0.150 -0.943
H 1.253 0.617 -4.718
H 1.978 -1.271 -2.102
H 2.347 0.688 -0.322
H 0.132 -0.482 0.054
C 1.496 -0.451 -4.809
H -1.190 -1.800 -2.586
O -2.150 -1.290 -1.728
H 2.414 -0.638 -4.234
O -1.233 1.192 -2.174
C -0.764 0.134 -1.814
N 0.006 -1.094 -2.917
H 0.999 1.865 -0.364
C 0.924 -1.352 -1.805
C 0.338 -1.305 -4.311
*
```

Properties
- LUMO: 0.7606 eV
- Largest force on an atom: 4.4 eV/Å
- Highest occupied orbital energy: -8.945 eV
- HOMO-LUMO gap: 9.706 eV

***

C6H6IrNO2S4 | the ωB97M-V functional and the def2-TZVPD basis

```
! RIJCOSX wB97M-V def2-TZVPD def2/J DEFGRID3
* xyz 1 2
O -4.833 3.934 -0.948
S -2.226 3.526 -1.132
C 0.255 -0.932 1.031
H 1.917 -1.582 2.308
C -1.680 1.898 -1.128
H 1.327 -2.814 1.201
C -2.634 0.885 -1.121
H 4.180 -1.488 1.432
H -0.647 -1.417 1.400
S -2.177 -0.728 -1.182
O 2.089 -1.173 -0.913
S -0.018 1.550 -1.147
C 1.526 -1.743 1.302
C 2.522 -1.390 0.256
H 0.332 0.079 1.429
C -3.984 3.117 -1.033
S -4.294 1.348 -1.072
H 4.453 -1.101 -0.236
N 3.810 -1.314 0.513
Ir 0.082 -0.655 -0.960
*
```

Properties
- LUMO (spin up / spin down): -4.8662 / -6.1085 eV
- Largest force on an atom: 1.2 eV/Å
- Highest occupied orbital energy (spin up / spin down): -11.593 / -12.354 eV
- HOMO-LUMO gap (spin up / spin down): 6.726 / 6.245 eV

***

C17H60N10O13 | the ωB97M-V functional and the def2-TZVPD basis

```
! RIJCOSX wB97M-V def2-TZVPD def2/J DEFGRID3
* xyz 0 1
H -2.874 3.557 1.383
C 3.525 2.553 1.026
N -0.595 -0.873 -3.704
O 0.478 -2.934 -1.357
H 5.008 3.548 0.059
C 0.133 3.924 -2.654
H 0.083 2.288 0.929
H -1.870 1.608 -0.392
H 1.080 5.190 -1.510
H -3.722 -0.529 1.004
N -1.033 -4.349 -3.478
H -1.584 -1.983 -3.046
H 4.168 -1.173 1.370
H -0.302 -3.835 -3.970
H -0.433 -3.090 -1.560
H -2.293 -1.622 5.596
H -2.125 -2.339 2.214
H 2.969 -2.092 -0.863
H 5.061 -0.800 -2.225
H -0.681 1.112 -1.616
H -0.195 -0.897 0.021
C -1.556 -0.372 4.054
C -2.131 -4.015 -2.827
H 0.993 0.893 4.371
O 0.693 0.844 0.381
H -1.103 0.006 1.109
H -2.959 0.041 5.365
H -0.387 4.721 -3.172
H -1.185 -2.421 3.795
O 0.535 4.430 -1.435
H 2.226 0.575 2.601
H 0.071 -0.416 -3.040
H 3.131 1.546 -1.951
H 1.640 -3.766 0.124
H -3.136 -2.452 -2.359
O -2.707 -2.914 1.738
H -2.147 0.077 -6.221
N 4.711 2.713 0.546
C -1.321 0.746 -0.804
N -2.016 -0.509 -5.411
O 1.736 0.082 -1.980
H 0.907 3.566 -3.286
H -3.467 3.582 3.009
H -0.661 3.894 3.977
H -0.126 -1.126 2.965
H 2.608 0.514 4.894
O -1.359 0.947 3.648
N 2.686 3.481 0.666
C -0.161 -4.992 -0.218
N -0.221 3.368 3.193
H 1.642 2.119 -1.544
H -4.539 -1.098 -0.502
O -3.369 1.768 2.049
H 1.961 1.712 -3.234
H -0.783 -5.306 -3.705
C 1.786 0.091 4.394
H -2.329 -1.417 -5.395
H 4.720 -2.489 -0.992
H -2.057 0.051 -1.313
H 1.421 -0.774 4.901
N 0.058 3.322 0.980
H 0.061 3.885 0.154
H -4.620 3.490 1.616
C 4.009 -1.725 -0.926
H 2.803 3.956 -0.246
O -0.108 5.406 2.149
H -0.424 2.379 3.250
C -4.089 -1.392 0.493
C -0.091 4.052 2.083
C 0.621 -3.698 -0.156
H 3.521 -0.034 0.200
H -2.083 -2.158 -0.010
H 0.143 -5.611 0.687
H -4.837 -1.804 1.123
C 2.145 1.420 -2.206
C 4.308 -0.778 0.304
H 5.243 -0.273 0.160
H 0.112 -5.419 -1.175
H -2.501 1.566 2.431
O -1.014 1.424 -4.378
H 1.669 3.328 0.868
O -2.963 -4.940 -2.241
H 0.171 -3.157 0.656
N -1.031 -1.407 3.430
N -2.352 -0.722 4.999
N -2.215 -2.735 -2.653
C -0.474 0.051 0.292
H 2.531 -0.486 -2.014
O 1.945 -0.204 3.126
O 4.139 -1.067 -2.153
H -3.380 -3.293 -0.068
H -0.123 -1.632 -4.148
H -0.536 3.127 -2.388
H 5.359 1.969 0.830
C -3.020 -2.443 0.459
O 3.329 1.620 1.955
H -1.194 -4.786 -0.272
C -1.216 0.011 -4.495
H 1.192 0.601 -0.427
C -3.631 3.167 2.043
*
```

Properties
- LUMO: -0.0227 eV
- Largest force on an atom: 8.3 eV/Å
- Highest occupied orbital energy: -8.381 eV
- HOMO-LUMO gap: 8.358 eV